Entry 1:
# C5H12O

3 unconnected molecules or ions with the total composition C5H12O (ωB97M-V/def2-TZVPD, the OMol25 dataset).

ORCA input file:
```
! RIJCOSX wB97M-V def2-TZVPD def2/J DEFGRID3
* xyz 0 1
C 0.301 1.568 -1.426
C 0.235 0.085 -1.648
C 1.246 -0.758 -1.450
C 0.869 -1.790 1.433
O 1.098 -1.013 2.324
C -1.654 0.611 1.564
H 1.247 1.860 -0.960
H -0.518 1.908 -0.783
H 0.208 2.106 -2.377
H -0.717 -0.306 -2.011
H -1.458 0.154 0.590
H 1.148 -1.822 -1.649
H 2.215 -0.408 -1.095
H -0.143 -1.924 1.004
H 1.664 -2.423 0.993
H -0.715 0.682 2.115
H -2.358 -0.011 2.120
H -2.085 1.605 1.421
*
```

Values from the calculation:
- highest occupied orbital energy (eV) = -9.88
- ΔE to the lowest compared entry with this formula, charge and spin (kcal per mole) = 43.4
- structure (SMILES) = C=CC.C=O.C

Entry 2:
# C2H5FNO2P

C2H5FNO2P in the gas phase (ωB97M-V/def2-TZVPD, the OMol25 dataset).

ORCA input file:
```
! RIJCOSX wB97M-V def2-TZVPD def2/J DEFGRID3
* xyz 0 1
C -0.223 1.010 0.764
C 0.753 1.336 -0.325
N -1.085 -1.336 -0.726
O -0.551 1.817 1.583
O 0.013 -1.598 1.677
F -2.493 -1.331 -1.053
P -0.865 -0.752 0.898
H 1.824 1.605 -0.011
H 0.700 0.268 -0.810
H 0.293 2.044 -0.903
H -0.755 -2.411 -0.632
H -2.154 -0.601 1.398
*
```

Values from the calculation:
- highest occupied orbital energy (eV) = -10.00
- ΔE to the lowest compared entry with this formula, charge and spin (kcal per mole) = 58.5
- structure (SMILES) = CC(=O)[P@H](=O)NF